Record 1
3 unconnected molecules or ions with the total composition C8H18O2P. Source: the Open Molecules 2025 dataset; level of theory: ωB97M-V/def2-TZVPD.

The geometry in XYZ format:
```
29
Properties=species:S:1:pos:R:3:lowdin_charge:R:1
C 3.63 1.38 0.38 -0.448
C 4.23 -2.14 -1.14 -0.071
C -2.59 -1.58 1.75 -0.117
C -1.87 1.07 -2.28 -0.143
C -0.92 2.31 0.28 -0.158
C 4.26 -1.98 0.18 -0.084
C -1.98 -0.17 1.80 -0.330
C -2.33 0.30 -1.01 -0.388
O 2.51 1.13 0.40 0.160
O 4.75 1.58 0.36 0.256
P -1.09 0.45 0.29 1.032
H 5.02 -1.98 -1.82 0.040
H 0.15 -0.16 -0.05 0.068
H 3.40 -2.49 -1.67 0.021
H -1.80 -2.20 1.33 0.067
H -2.65 -2.05 2.78 0.109
H -3.48 -1.67 1.13 0.079
H -1.86 2.08 -2.23 0.018
H -0.79 0.75 -2.45 0.096
H -2.58 0.68 -3.13 0.129
H -0.21 2.61 1.16 0.110
H -1.83 2.70 0.43 0.020
H -0.31 2.50 -0.56 0.034
H 3.36 -2.09 0.77 0.032
H 5.28 -1.66 0.69 0.104
H -1.52 0.00 2.68 0.048
H -2.83 0.44 1.87 0.074
H -2.75 -0.74 -1.26 0.128
H -3.22 0.91 -0.68 0.113
```

Calculated values
LUMO level (Ha): -0.096
Frontier orbital gap (eV): 9.95
Calculated total energy (Eh): -807.149268
Charge: +1
Energy relative to the best compared isomer or geometry (same formula, charge and spin) (kcal/mol): 38.63



Record 2
C8H18O3P2 in the gas phase. Source: the Open Molecules 2025 dataset; level of theory: ωB97M-V/def2-TZVPD.

The geometry in XYZ format:
```
31
Properties=species:S:1:pos:R:3:lowdin_charge:R:1
C 2.95 0.07 -0.86 -0.213
C 2.25 1.44 -0.79 -0.238
C 2.66 -0.71 0.43 -0.287
C 0.73 1.32 -0.93 -0.285
C 1.35 -1.38 0.53 0.022
C -0.05 0.79 0.26 -0.580
C -2.10 -2.37 1.24 -0.111
C -3.60 1.02 -1.18 -0.120
O -1.50 -1.07 -1.30 -0.275
O -1.78 -0.98 1.27 -0.302
O -2.59 1.03 -0.15 -0.298
P 0.00 1.59 1.92 0.894
P -1.43 -0.19 -0.12 0.469
H 2.71 -0.67 -1.68 0.130
H 4.05 0.37 -0.95 0.124
H 2.41 2.09 0.13 0.101
H 2.52 2.17 -1.69 0.141
H 3.46 -1.37 0.60 0.082
H 2.75 0.16 1.23 0.124
H 0.10 2.29 -1.10 0.143
H 0.42 0.58 -1.76 0.122
H 0.93 -1.91 -0.30 0.052
H 0.85 -1.77 1.42 0.064
H -1.81 -2.96 0.37 0.089
H -3.14 -2.46 1.60 0.103
H -1.54 -2.75 2.01 0.048
H -3.72 0.09 -1.58 0.023
H -3.20 1.83 -2.01 0.131
H -4.59 1.56 -0.95 0.098
H 1.35 1.72 1.78 -0.138
H -0.42 0.46 2.55 -0.113
```

Calculated values
LUMO level (spin up / spin down) (Ha): -0.003 / 0.012
Frontier orbital gap (spin up / spin down) (eV): 7.89 / 8.03
Calculated total energy (Eh): -1223.916991
Energy relative to the best compared isomer or geometry (same formula, charge and spin) (kcal/mol): 61.82



Record 3
A gas-phase ion, C8H18OP (charge +1). Source: the Open Molecules 2025 dataset; level of theory: ωB97M-V/def2-TZVPD.

The geometry in XYZ format:
```
28
Properties=species:S:1:pos:R:3:lowdin_charge:R:1
C -0.40 0.15 -2.21 -0.389
C -0.86 -1.03 -2.95 0.008
C -1.35 -1.52 1.30 -0.099
C 0.12 -0.43 3.09 -0.053
C -0.07 2.08 0.65 -0.113
C 2.27 0.31 -0.12 -0.096
C -0.09 1.38 -2.57 0.080
C 0.04 -0.88 1.55 -0.450
O -0.30 -0.30 -0.87 -0.255
P 0.47 0.34 0.30 0.881
H -1.12 -1.72 -2.09 0.117
H -1.71 -0.95 -3.53 0.068
H -0.04 -1.40 -3.52 0.096
H -1.69 -1.95 2.34 0.125
H -1.22 -2.37 0.53 0.106
H -2.03 -0.84 0.82 0.065
H 0.52 0.61 3.20 0.076
H 0.64 -1.17 3.64 0.068
H -0.96 -0.45 3.36 0.078
H -0.38 2.08 1.69 0.047
H -1.06 2.20 0.08 0.100
H 0.72 2.74 0.30 0.064
H 2.78 1.22 0.34 0.102
H 2.28 0.53 -1.15 0.030
H 2.72 -0.64 -0.07 0.047
H 0.05 2.19 -1.86 0.054
H -0.11 1.53 -3.70 0.123
H 0.77 -1.70 1.44 0.120
```

Calculated values
LUMO level (Ha): -0.093
Frontier orbital gap (eV): 11.00
Calculated total energy (Eh): -731.931675
Charge: +1
Energy relative to the best compared isomer or geometry (same formula, charge and spin) (kcal/mol): 0.00



Record 4
2 unconnected molecules or ions with the total composition C8H18OSi. Source: the Open Molecules 2025 dataset; level of theory: ωB97M-V/def2-TZVPD.

The geometry in XYZ format:
```
28
Properties=species:S:1:pos:R:3:lowdin_charge:R:1
C 2.75 0.56 1.58 -0.045
C 1.82 0.56 0.59 -0.253
C 0.94 0.94 -2.70 -0.164
C -2.88 1.41 -0.40 -0.127
C -2.30 0.72 1.92 -0.168
C 1.24 -3.00 1.22 -0.111
C 0.83 -0.55 -2.35 -0.276
C -2.53 0.27 0.55 -0.224
O 1.31 -2.16 0.07 -0.324
Si 0.82 -0.69 -0.37 0.683
H 2.89 1.34 2.24 0.026
H 3.44 -0.11 1.77 -0.007
H 1.33 1.59 0.55 0.065
H 0.13 1.57 -2.70 0.042
H 1.60 1.43 -2.11 0.014
H 1.28 0.98 -3.70 0.063
H -3.80 1.34 -0.95 0.062
H -2.94 2.36 0.10 0.061
H -2.17 1.46 -1.18 0.039
H -1.36 1.39 1.99 0.097
H -2.21 -0.28 2.56 0.117
H -3.09 1.33 2.14 0.028
H 2.10 -3.61 1.14 0.067
H 0.36 -3.65 1.33 0.082
H 1.11 -2.25 2.03 0.087
H 1.67 -1.30 -2.64 0.100
H 0.00 -0.98 -2.75 0.006
H -2.36 -0.69 0.06 0.060
```

Calculated values
LUMO level (spin up / spin down) (Ha): -0.001 / 0.032
Frontier orbital gap (spin up / spin down) (eV): 7.19 / 7.38
Calculated total energy (Eh): -680.149698
Energy relative to the best compared isomer or geometry (same formula, charge and spin) (kcal/mol): 123.57



Record 5
A molecular structure, C8H19BrNO4V. Source: the Open Molecules 2025 dataset; level of theory: ωB97M-V/def2-TZVPD.

The geometry in XYZ format:
```
34
Properties=species:S:1:pos:R:3:mulliken_spin:R:1
V -0.50 0.35 -0.11 2.962
Br -2.28 1.01 1.77 0.014
O -1.31 1.49 -1.69 0.011
C -0.55 1.29 -2.81 0.002
C 0.85 0.76 -2.56 0.007
O 0.90 -0.23 -1.60 -0.006
H -0.44 2.24 -3.41 0.000
H -1.05 0.59 -3.54 -0.003
H 1.51 1.63 -2.28 -0.005
H 1.23 0.39 -3.53 -0.001
C 0.83 3.09 0.83 0.018
O 0.92 1.68 0.80 -0.008
C 1.93 1.07 1.55 -0.011
C 1.32 -0.16 2.22 0.007
N 0.73 -1.03 1.20 -0.002
C -0.25 -1.98 1.70 0.028
C -1.10 -2.56 0.59 -0.014
O -1.42 -1.59 -0.36 -0.020
C -2.26 -2.01 -1.41 0.025
H 0.35 3.39 -0.10 -0.006
H 1.83 3.54 0.85 0.004
H 0.24 3.42 1.69 0.000
H 2.34 1.77 2.28 -0.001
H 2.74 0.78 0.86 -0.001
H 0.52 0.17 2.89 0.002
H 2.07 -0.68 2.83 0.001
H 1.49 -1.46 0.68 0.013
H -0.88 -1.45 2.41 -0.001
H 0.23 -2.85 2.19 0.001
H -2.02 -2.98 1.02 -0.004
H -0.56 -3.38 0.09 -0.006
H -1.86 -1.59 -2.33 -0.005
H -3.27 -1.61 -1.25 -0.002
H -2.28 -3.10 -1.47 0.003
```

Calculated values
LUMO level (spin up / spin down) (Ha): 0.111 / 0.110
2S+1: 4
⟨S²⟩: 3.756
Frontier orbital gap (spin up / spin down) (eV): 5.24 / 6.51
Calculated total energy (Eh): -4190.018016
Charge: -1



Record 6
2 unconnected molecules or ions with the total composition C8H19ClN3S. Source: the Open Molecules 2025 dataset; level of theory: ωB97M-V/def2-TZVPD.

The geometry in XYZ format:
```
32
Properties=species:S:1:pos:R:3:lowdin_charge:R:1
C 2.83 -1.20 0.35 -0.202
C 1.48 -1.57 0.99 -0.142
C 2.73 0.18 -0.27 -0.180
C 0.19 -1.35 0.07 -0.100
C 1.41 0.43 -1.09 -0.234
C -1.44 1.66 -1.50 -0.165
C -0.89 0.23 -1.36 -0.240
C -1.66 1.95 -0.03 -0.326
N -2.90 -1.36 0.88 -0.424
N -0.71 1.06 2.32 -0.295
N 0.22 0.04 -0.44 -0.348
S -0.09 1.62 0.97 1.091
Cl -4.06 -0.73 -0.25 0.544
H 3.64 -1.18 1.06 0.118
H 3.11 -1.95 -0.36 0.105
H 1.46 -2.54 1.46 0.109
H 1.39 -0.86 1.86 0.101
H 2.91 1.06 0.50 0.136
H 3.61 0.48 -0.98 0.146
H 0.43 -1.93 -0.93 0.185
H -0.72 -1.56 0.61 0.077
H 1.47 1.54 -1.35 0.144
H 1.41 -0.17 -2.07 0.158
H -0.77 2.32 -1.95 0.090
H -2.53 1.80 -1.94 0.182
H -1.73 -0.44 -1.06 0.063
H -0.65 -0.18 -2.36 0.146
H -1.82 3.05 0.21 0.124
H -2.30 1.43 0.69 0.048
H -2.62 -0.61 1.63 0.069
H -0.07 0.95 3.12 0.024
H -3.32 -2.18 1.21 -0.005
```

Calculated values
LUMO level (Ha): -0.155
Frontier orbital gap (eV): 8.70
Calculated total energy (Eh): -1338.483052
Charge: +1
Energy relative to the best compared isomer or geometry (same formula, charge and spin) (kcal/mol): 0.00